One molecule with the formula C5H8Br2, computed with wB97M-V/def2-TZVPD.

Energy relative to the best compared isomer or geometry (same formula, charge and spin)   23.00 kcal/mol
Total charge   0
Gap between HOMO and LUMO   0.3783 Ha
SMILES   C[C@]1(Br)C[C@@]1(C)Br

Each line ends with the Löwdin charge.
Atoms and positions in Å:
C1 0.29687 1.14786 0.71745  -0.18
C2 0.30611 0.52325 -0.67440  -0.80
C3 0.72994 -0.29346 0.55271  -0.91
C4 -1.01783 0.21024 -1.47957  -0.08
C5 -0.15746 -1.33878 1.07033  -0.12
Br1 1.76414 1.26333 -1.77217  0.65
Br2 2.61300 -0.65652 0.75005  0.70
H1 1.20315 1.90096 0.95589  0.13
H2 -0.62351 1.52923 1.19513  0.11
H3 -1.03786 -0.78413 -2.04144  0.11
H4 -1.18192 1.04155 -2.11337  0.04
H5 -1.79480 0.13723 -0.66657  0.08
H6 -0.05861 -2.33103 0.47727  0.13
H7 -1.11361 -0.85059 0.95792  0.07
H8 0.07240 -1.49914 2.07077  0.06

***

A 3-piece molecular cluster, C5H8Br2N3 overall, computed with wB97M-V/def2-TZVPD.

Energy relative to the best compared isomer or geometry (same formula, charge and spin)   129.00 kcal/mol
Total charge   +1
Gap between HOMO and LUMO (spin up / spin down)   0.2137 / 0.2087 Ha

Each line ends with the Löwdin charge.
Atoms and positions in Å:
C1 -0.79030 -2.74262 -1.20626  -0.11
C2 0.29562 -2.00679 -1.60141  -0.01
C3 -1.04005 -1.18302 0.67630  -0.02
C4 -1.45737 -2.34514 -0.05740  -0.56
C5 0.62214 -0.89914 -0.82208  0.13
N1 0.05419 -0.46906 0.27192  -0.19
N2 0.43848 0.73293 0.74194  0.06
N3 2.43244 0.89729 -0.81339  0.22
Br1 -3.15329 -3.26008 0.38321  0.76
Br2 -3.05900 2.19638 2.51883  0.33
H1 -1.08730 -3.63738 -1.79317  0.14
H2 0.96101 -2.18483 -2.47613  0.15
H3 -1.84057 -0.92815 1.50663  0.16
H4 1.63923 0.99453 -0.00563  0.01
H5 -0.23288 1.17719 1.35997  0.06
H6 3.23187 0.33573 -0.59174  0.06
H7 -3.65460 3.34725 1.95656  -0.27
H8 2.08343 0.86904 -1.80131  0.08

***

C5H8Br6Cl6 as an isolated structure, computed with wB97M-V/def2-TZVPD.

Energy relative to the best compared isomer or geometry (same formula, charge and spin)   0.00 kcal/mol
Total charge   0
Gap between HOMO and LUMO   0.3664 Ha

Each line ends with the Löwdin charge.
Atoms and positions in Å:
C1 -2.84357 1.12415 2.52351  -1.06
Cl1 -4.39956 1.95994 2.80998  0.50
Cl2 -3.09858 -0.59247 2.23214  0.52
H1 -2.25202 1.58574 1.73961  0.01
H2 -2.27486 1.18814 3.44694  -0.03
C2 1.10776 -3.60876 -2.31687  -1.04
Cl3 2.71914 -3.45025 -3.03529  0.50
Cl4 -0.15066 -3.05593 -3.44936  0.48
H3 0.92914 -4.62573 -1.98120  0.03
H4 1.09494 -2.98972 -1.42222  -0.08
C3 0.31189 1.18789 -4.00801  -0.99
Cl5 -1.33790 0.59154 -4.32906  0.47
Cl6 1.57372 0.22235 -4.84313  0.48
H5 0.29395 2.21808 -4.33451  0.02
H6 0.46646 1.04622 -2.94779  -0.05
C4 0.10471 -0.75933 0.69382  -1.53
Br1 2.03411 -0.42917 0.42270  0.55
Br2 -0.15373 -2.69620 0.86250  0.59
Br3 -0.95848 -0.17672 -0.82723  0.59
H7 -0.08710 -0.25857 1.63284  -0.11
C5 1.42235 2.31135 3.23592  -1.51
Br4 1.18867 0.46713 3.93201  0.55
Br5 2.91831 3.15771 4.15238  0.57
Br6 -0.20815 3.32512 3.63937  0.58
H8 1.59946 2.25749 2.17098  -0.04

***

C5H8BrN as an isolated structure, computed with wB97M-V/def2-TZVPD.

Energy relative to the best compared isomer or geometry (same formula, charge and spin)   54.63 kcal/mol
Total charge   0
Spin multiplicity   3
Gap between HOMO and LUMO (spin up / spin down)   0.2500 / 0.2443 Ha
⟨S²⟩   2.0090

Each line ends with the Löwdin charge.
Atoms and positions in Å:
C1 -0.20961 1.92085 -0.58803  -0.04
C2 -0.83130 -1.59238 -0.42916  -0.39
C3 0.11401 0.90919 0.07412  -0.30
C4 1.40356 0.50429 0.68478  -0.12
C5 -1.17088 -0.46381 0.43489  -0.65
N1 0.31401 -2.13869 -0.26152  0.17
Br1 -2.91665 0.25812 0.07610  0.70
H1 -1.19111 2.02339 -1.09023  0.04
H2 0.62518 2.48843 -0.94432  0.07
H3 -1.66502 -1.61288 -1.16979  0.10
H4 1.74681 -0.56266 0.84283  0.08
H5 2.31050 0.83902 0.13659  0.08
H6 1.80759 0.95569 1.61370  0.08
H7 -1.06269 -0.73122 1.52101  0.09
H8 0.72559 -2.79733 -0.90095  0.09

***

An isolated ion of composition C5H8BrN2O and charge +1, computed with wB97M-V/def2-TZVPD.

Energy relative to the best compared isomer or geometry (same formula, charge and spin)   0.00 kcal/mol
Total charge   +1
Gap between HOMO and LUMO   0.3280 Ha
SMILES   C[C@]1(O)C(=[NH2+])N=C[C@@H]1Br

Each line ends with the Löwdin charge.
Atoms and positions in Å:
C1 1.10816 -1.33410 0.85331  -0.10
C2 -0.76903 -0.22979 0.87029  -0.26
C3 0.91969 -1.19082 -0.58650  -0.55
C4 -0.24579 0.28162 -0.44295  -0.42
C5 0.64678 1.49805 -0.37061  -0.01
N1 0.14150 -0.90403 1.59283  0.17
N2 -2.00211 -0.07357 1.25582  0.29
O1 -1.21203 0.29920 -1.38335  0.08
Br1 2.50193 -0.92879 -1.63130  0.81
H1 2.01436 -1.70950 1.30817  0.14
H2 0.26807 -1.92060 -1.06426  0.11
H3 0.02460 2.37836 -0.20192  0.11
H4 1.18675 1.63374 -1.30673  0.08
H5 1.36807 1.42031 0.43903  0.11
H6 -2.66334 0.45466 0.70403  0.15
H7 -2.30995 -0.52425 2.10950  0.16
H8 -0.97767 0.84951 -2.14538  0.15

***

C5H8CeLiO3 as an isolated structure, computed with wB97M-V/def2-TZVPD.

Energy relative to the best compared isomer or geometry (same formula, charge and spin)   18.71 kcal/mol
Total charge   +3
Spin multiplicity   3
Gap between HOMO and LUMO (spin up / spin down)   0.2202 / 0.2197 Ha
⟨S²⟩   2.0008

Each line ends with the Löwdin charge.
Atoms and positions in Å:
C1 4.79024 0.36209 -6.20920  -0.05
C2 6.00144 0.51116 -6.16021  0.04
H1 3.83657 0.41860 -6.71258  0.01
H2 2.13567 -0.50955 -4.60737  0.23
H3 7.05629 0.29625 -6.08066  0.05
Li1 4.72468 -2.78058 -2.43107  0.91
O1 0.95776 -2.87232 -3.15779  -0.05
Ce1 -1.12434 -1.02854 -3.92886  1.92
O2 1.44151 -1.02650 -4.04507  0.01
C3 1.95240 -2.04950 -3.38598  -0.60
O3 3.13620 -2.26770 -3.24044  0.08
C4 1.16385 -4.20207 -2.60036  -0.13
C5 0.66870 -5.19538 -3.61781  -0.02
H4 2.23840 -4.30772 -2.41183  0.13
H5 0.59420 -4.25303 -1.66490  0.15
H6 1.39238 -5.30425 -4.43594  0.11
H7 0.54521 -6.16430 -3.11822  0.12
H8 -0.29997 -4.88272 -4.02868  0.09

***

One molecule with the formula C5H8Cl2, computed with wB97M-V/def2-TZVPD.

Energy relative to the best compared isomer or geometry (same formula, charge and spin)   51.23 kcal/mol
Total charge   0
Gap between HOMO and LUMO   0.4075 Ha
SMILES   C=C[C@@](C)(Cl)CCl

Each line ends with the Löwdin charge.
Atoms and positions in Å:
C1 0.16800 -2.03490 0.77659  -0.04
C2 -0.15538 -0.80584 1.15979  -0.12
C3 -0.35979 -0.00136 -1.48141  -0.12
C4 0.49839 1.62534 0.34211  -0.63
C5 -0.34310 0.49789 -0.07580  -0.80
Cl1 2.28929 1.43927 0.16509  0.55
Cl2 -2.03248 1.10054 0.34392  0.62
H1 -0.02612 -2.94977 1.38479  0.06
H2 0.46912 -2.42085 -0.25606  0.08
H3 -0.38519 -0.42447 2.18257  0.10
H4 -0.66428 0.79123 -2.05179  0.05
H5 -0.88631 -0.83603 -1.82945  0.07
H6 0.71859 -0.26595 -1.70109  0.11
H7 0.33792 2.38695 -0.30057  0.03
H8 0.37133 1.89793 1.34131  0.05

***

C5H8ClIN as an isolated structure, computed with wB97M-V/def2-TZVPD.

Total charge   +1
Gap between HOMO and LUMO (spin up / spin down)   0.2880 / 0.2880 Ha

Each line ends with the Löwdin charge.
Atoms and positions in Å:
C1 1.95557 0.75988 0.05167  -0.32
C2 1.82215 -0.45600 -0.38802  -0.62
C3 -2.55156 -0.77663 0.76898  -0.06
C4 -2.26149 -1.33072 -0.57033  -0.47
C5 3.43974 1.00963 0.22218  -0.50
N1 -2.49952 0.12438 -0.50671  0.01
Cl1 4.11916 -0.58293 -0.23213  0.72
I1 0.02823 -1.45669 -0.82821  1.35
H1 1.21461 1.47061 0.36053  0.10
H2 -3.41291 -0.76482 1.23334  0.07
H3 -1.68759 -0.42641 1.33375  0.10
H4 -3.00232 -1.82719 -1.02009  0.05
H5 3.86899 1.18117 1.31038  0.13
H6 3.92813 1.72952 -0.53593  0.11
H7 -3.35013 0.67945 -0.75987  0.19
H8 -1.61106 0.66675 -0.43954  0.12

***

An isolated ion of composition C5H8ClN2O and charge +1, computed with wB97M-V/def2-TZVPD.

Energy relative to the best compared isomer or geometry (same formula, charge and spin)   0.00 kcal/mol
Total charge   +1
Gap between HOMO and LUMO   0.3946 Ha
SMILES   C[C@H](O)c1[nH]c(Cl)c[nH+]1

Each line ends with the Löwdin charge.
Atoms and positions in Å:
C1 1.96087 1.48883 -0.22200  -0.04
C2 2.52770 0.25288 -0.07205  -0.69
C3 0.33964 -0.00151 -0.17669  -0.10
C4 -2.24749 0.02260 0.50417  -0.03
C5 -1.29369 -0.71857 -0.39960  -0.30
N1 1.48794 -0.65454 -0.04944  0.14
N2 0.60684 1.29225 -0.28822  0.13
O1 -1.16078 -2.04855 -0.15849  0.02
Cl1 4.14379 -0.22160 0.06598  0.79
H1 2.40676 2.45914 -0.29022  0.14
H2 -1.90392 0.01260 1.53789  0.10
H3 -3.21536 -0.48389 0.46234  0.10
H4 -2.39429 1.04885 0.18314  0.09
H5 -1.46423 -0.56395 -1.46325  0.15
H6 1.59404 -1.65949 0.01058  0.18
H7 -0.07391 2.02870 -0.41980  0.18
H8 -1.31390 -2.25374 0.77569  0.13

***

One molecule with the formula C5H8ClN3, computed with wB97M-V/def2-TZVPD.

Energy relative to the best compared isomer or geometry (same formula, charge and spin)   163.65 kcal/mol
Total charge   0
Gap between HOMO and LUMO (spin up / spin down)   0.2709 / 0.2602 Ha

Each line ends with the Löwdin charge.
Atoms and positions in Å:
C1 -2.52979 0.93979 0.11563  -0.31
C2 -3.03001 -0.17177 0.72035  -0.52
C3 0.10386 -0.28273 -0.37838  -0.09
C4 0.95317 1.73247 0.60955  -0.06
C5 1.58074 -2.14060 -0.79487  -0.15
N1 -1.28163 1.44330 0.22364  0.05
N2 -0.09287 0.83657 0.29990  -0.23
N3 1.28293 -0.85775 -0.40077  -0.13
Cl1 -4.49155 -0.79698 0.21245  0.62
H1 -3.19690 1.76943 -0.12537  0.10
H2 1.94255 1.16699 0.41176  0.08
H3 0.85895 2.61773 -0.12319  0.12
H4 1.00831 1.99676 1.67377  0.09
H5 0.86484 -2.58269 -1.52032  0.09
H6 2.59205 -2.30478 -1.04598  0.07
H7 1.26515 -2.87409 0.05355  0.12
H8 2.17021 -0.49166 0.06831  0.14

***

no.,calculated total energy (Ha)
1,-5343.28700
2,-5507.12408
3,-18400.50864
4,-2823.81597
5,-2953.81714
6,-902.52013
7,-1115.62344
8,-1007.46209
9,-840.02004
10,-819.50955